Here is a structure of composition C37H36N9O2W at a distorted geometry from OMol25. Energies are from ωB97M-V/def2-TZVPD.

Atoms and positions in Å:
1 W -0.280 0.077 -0.156
2 C 3.604 4.434 -3.676
3 C 3.151 3.336 -2.747
4 C 3.509 3.340 -1.397
5 C 3.057 2.359 -0.540
6 C 2.256 1.305 -0.989
7 N 1.724 0.355 -0.092
8 C 2.566 -0.176 0.903
9 C 3.841 -0.644 0.577
10 C 4.650 -1.261 1.507
11 C 4.201 -1.481 2.810
12 C 5.040 -2.232 3.813
13 C 2.947 -1.009 3.143
14 C 2.153 -0.329 2.222
15 N 0.943 0.273 2.717
16 C 0.735 0.672 3.986
17 C -0.502 1.264 4.058
18 C -0.993 1.201 2.760
19 N -0.121 0.611 1.949
20 C 1.936 1.279 -2.338
21 C 2.351 2.301 -3.192
22 N 1.193 0.195 -2.903
23 C 1.275 -0.222 -4.177
24 C 0.299 -1.160 -4.376
25 C -0.367 -1.295 -3.154
26 N 0.192 -0.464 -2.251
27 H 4.677 4.608 -3.580
28 H 3.099 5.375 -3.447
29 H 3.393 4.186 -4.717
30 H 4.132 4.141 -1.010
31 H 3.319 2.390 0.512
32 H 4.181 -0.521 -0.445
33 H 5.633 -1.611 1.213
34 H 6.102 -2.086 3.620
35 H 4.841 -3.305 3.763
36 H 4.830 -1.904 4.832
37 H 2.572 -1.190 4.145
38 H 1.483 0.532 4.748
39 H -0.983 1.687 4.924
40 H -1.939 1.546 2.383
41 H 2.035 2.283 -4.229
42 H 2.039 0.155 -4.837
43 H 0.096 -1.709 -5.282
44 H -1.373 -2.731 -1.949
45 C -1.868 3.950 0.407
46 C -1.753 2.627 -0.254
47 O -0.622 2.083 -0.288
48 C -2.940 1.932 -0.913
49 C -3.149 0.947 0.219
50 C -4.247 1.139 1.201
51 N -2.360 -0.196 0.249
52 N -2.543 -1.225 1.228
53 C -1.484 -1.991 1.339
54 O -0.287 -1.742 0.853
55 C -1.652 -3.280 2.050
56 C -0.521 -3.947 2.511
57 C -0.652 -5.169 3.154
58 C -1.911 -5.729 3.329
59 C -3.040 -5.067 2.864
60 C -2.914 -3.844 2.224
61 H -0.889 4.423 0.420
62 H -2.200 3.841 1.446
63 H -2.593 4.588 -0.103
64 H -3.800 2.600 -0.891
65 H -4.301 2.173 1.552
66 H -4.120 0.472 2.049
67 H -5.209 0.905 0.730
68 H 0.456 -3.503 2.359
69 H 0.228 -5.688 3.515
70 H -2.011 -6.687 3.826
71 H -4.021 -5.509 2.993
72 H -3.781 -3.315 1.848
73 N -1.953 2.820 -2.918
74 C -2.622 1.677 -2.405
75 C -2.841 0.648 -3.224
76 C -3.506 -0.672 -3.059
77 C -2.929 -1.871 -3.068
78 C -1.476 -2.289 -2.938
79 N -1.812 -0.587 -0.946
80 H -2.235 3.705 -2.522
81 H -1.969 2.872 -3.924
82 H -2.484 0.822 -4.240
83 H -4.593 -0.657 -3.049
84 H -3.590 -2.734 -3.075
85 H -1.304 -3.095 -3.656

Calculated values
* charge: +1
* 2S+1: 3
* strongest force on any atom: 0.0364 hartree/bohr
* relative energy (zero: lowest compared OMol25 entry of this formula, charge and spin): 6.410 eV
* gap between HOMO and LUMO (spin up / spin down): 7.28 / 6.37 eV

These are the Mulliken partial charges, in e, on atoms 1 to 2: atom 1 (W): 1.768, atom 2 (C): -1.588

Here is a structure of composition C37H37AsClN5O7SYb from OMol25. Energies are from ωB97M-V/def2-TZVPD.

Atoms and positions in Å:
1 Yb -0.768 0.825 0.098
2 O -5.300 0.345 -3.039
3 C -4.304 0.529 -3.918
4 C -4.594 0.299 -5.266
5 C -3.624 0.470 -6.228
6 C -2.335 0.882 -5.881
7 C -2.045 1.103 -4.555
8 C -3.005 0.923 -3.551
9 C -2.606 1.164 -2.158
10 O -1.374 1.434 -1.889
11 N -3.548 1.096 -1.229
12 N -3.005 1.370 0.001
13 C -3.766 1.483 1.011
14 C -3.147 1.818 2.303
15 C -3.929 1.900 3.441
16 C -3.324 2.216 4.648
17 C -1.960 2.437 4.663
18 C -1.254 2.330 3.472
19 N -1.819 2.033 2.304
20 H -4.957 0.571 -2.145
21 H -5.597 -0.010 -5.524
22 H -3.872 0.292 -7.266
23 H -1.585 1.034 -6.645
24 H -1.070 1.454 -4.247
25 H -4.842 1.339 0.941
26 H -4.992 1.714 3.376
27 H -3.908 2.286 5.555
28 H -1.436 2.686 5.575
29 H -0.183 2.483 3.471
30 O 1.511 -2.475 4.648
31 C 2.343 -1.456 4.489
32 O 3.401 -1.391 5.052
33 C 1.929 -0.377 3.528
34 C 2.669 0.767 3.269
35 Cl 4.035 1.368 4.065
36 N 2.059 1.458 2.276
37 N 0.933 0.828 1.893
38 C 0.842 -0.265 2.646
39 C -0.404 -1.099 2.490
40 O -0.573 -2.087 3.192
41 O -1.217 -0.665 1.601
42 C 2.436 2.707 1.674
43 C 1.462 3.672 1.485
44 C 1.800 4.865 0.863
45 C 3.104 5.088 0.450
46 C 4.068 4.105 0.639
47 C 3.736 2.903 1.241
48 H 0.674 -2.364 4.116
49 H 0.444 3.502 1.812
50 H 1.042 5.621 0.713
51 H 3.371 6.023 -0.022
52 H 5.085 4.269 0.311
53 H 4.476 2.125 1.352
54 C 4.091 0.407 -2.970
55 As 2.291 1.044 -3.083
56 C 1.287 -0.313 -3.990
57 C 2.324 2.553 -4.261
58 S 1.623 1.655 -1.187
59 H 4.410 0.037 -3.943
60 H 4.136 -0.387 -2.228
61 H 4.723 1.236 -2.655
62 H 1.551 -0.266 -5.046
63 H 0.222 -0.135 -3.857
64 H 1.552 -1.287 -3.589
65 H 2.903 2.307 -5.151
66 H 2.781 3.383 -3.726
67 H 1.304 2.816 -4.535
68 C 1.961 -5.631 2.767
69 C 1.136 -4.836 1.800
70 C 1.715 -3.837 1.020
71 C 0.958 -3.035 0.190
72 C 1.638 -1.960 -0.602
73 C -0.438 -3.247 0.121
74 C -1.336 -2.351 -0.570
75 O -1.083 -1.219 -1.009
76 C -1.032 -4.296 0.862
77 C -2.517 -4.566 0.861
78 C -0.230 -5.063 1.689
79 H 3.018 -5.609 2.508
80 H 1.629 -6.667 2.809
81 H 1.858 -5.207 3.769
82 H 2.787 -3.680 1.073
83 H 2.717 -2.116 -0.619
84 H 1.454 -0.981 -0.159
85 H 1.251 -1.907 -1.617
86 H -2.369 -2.697 -0.675
87 H -3.055 -3.769 1.376
88 H -2.719 -5.495 1.389
89 H -2.931 -4.664 -0.142
90 H -0.686 -5.847 2.280

Calculated values
* charge: +1
* 2S+1: 2
* strongest force on any atom: 0.0111 hartree/bohr
* relative energy (zero: lowest compared OMol25 entry of this formula, charge and spin): 0.017 eV
* gap between HOMO and LUMO (spin up / spin down): 7.24 / 7.24 eV

These are the Mulliken partial charges, in e, on atoms 1 to 2: atom 1 (Yb): 0.496, atom 2 (O): -0.663

- The lowest 2S+1 belongs to which entry?
  C37H37AsClN5O7SYb